Computed, not measured: an isolated molecule of C2H4O2S at a distorted geometry, with ωB97M-V/def2-TZVPD.

* HOMO level: -8.8571 eV
* total charge: 0
* structure (SMILES): OOCC=S
* relative energy (zero: lowest compared OMol25 entry of this formula, charge and spin): 107.6 kcal/mol

Last column: Mulliken charge in e.
CARTESIAN COORDINATES (ANGSTROEM)
C: 0.258 -0.066 -0.004  -0.066
C: 1.464 0.321 0.749  -0.282
O: -0.657 -0.713 0.801  -0.199
O: -1.987 -0.815 0.212  -0.356
S: 1.885 -0.121 2.256  -0.196
H: -0.117 0.875 -0.541  0.276
H: 0.721 -0.866 -0.752  0.226
H: 1.884 1.208 0.197  0.260
H: -2.158 -1.802 0.318  0.337